Molecular formula: C19H23F6N2O6S
Method: DFT, ωB97M-V with the def2-TZVPD basis set

The spin multiplicity is 1. The HOMO-LUMO gap is 4.30 eV. The total energy is -2296.166515 a.u. For the max |F|, the calculation gives 0.051 hartree/bohr. The net charge is -1.

Bonds (Å) are listed after each position.
Geometry (Å):
1 C -1.688 -0.537 1.858  O22 1.351, N38 1.454, O51 1.213
2 F -1.935 -4.045 10.119  C39 1.365
3 O 1.996 1.215 2.344  C8 1.211
4 H 3.481 2.124 0.988  C17 1.092
5 C -0.600 3.545 5.135  F19 1.351, S30 1.883, F32 1.344, F46 1.357
6 H -3.243 -0.343 7.267  C24 1.093
7 C 0.163 -0.567 7.626  C16 1.381, C41 1.432, H45 1.092
8 C 1.792 0.230 1.670  O3 1.211, N33 1.448, O35 1.356
9 H 4.093 0.667 3.007  C12 1.093
10 F -0.673 -4.803 8.487  C39 1.375
11 C -4.255 -0.972 0.504  H18 1.093, H36 1.097, H42 1.095, C44 1.517
12 C 4.682 0.044 2.329  H9 1.093, H14 1.094, H20 1.096, C29 1.515
13 O 1.119 1.524 5.236  S30 1.443
14 H 5.705 0.430 2.289  C12 1.094
15 C -0.950 -2.443 8.631  C16 1.393, C39 1.506, C52 1.400
16 C 0.224 -1.763 8.315  C7 1.381, C15 1.393, H49 1.092
17 C 4.045 1.446 0.344  H4 1.092, H28 1.094, C29 1.516, H47 1.097
18 H -3.584 -1.835 0.483  C11 1.093
19 F -1.224 3.026 4.054  C5 1.351
20 H 4.721 -0.983 2.711  C12 1.096
21 C 4.859 -0.867 0.023  C29 1.521, H34 1.096, H43 1.097, H50 1.096
22 O -2.688 0.371 1.846  C1 1.351, C44 1.476
23 H -4.167 -0.390 3.911  C40 1.097
24 C -2.277 -0.756 7.564  H6 1.093, C41 1.437, C52 1.384
25 O 0.711 2.816 7.339  S30 1.449
26 H -4.794 1.650 0.856  C54 1.097
27 H -6.020 0.720 1.736  C54 1.096
28 H 5.064 1.827 0.235  C17 1.094
29 C 4.072 0.053 0.942  C12 1.515, C17 1.516, C21 1.521, O35 1.478
30 S 0.204 2.173 6.143  C5 1.883, O13 1.443, O25 1.449, C56 1.738
31 H -4.824 1.671 2.640  C54 1.097
32 F 0.357 4.397 4.728  C5 1.344
33 N 0.525 -0.435 1.446  C8 1.448, N38 1.261
34 H 5.890 -0.506 -0.071  C21 1.096
35 O 2.705 -0.508 0.992  C8 1.356, C29 1.478
36 H -4.069 -0.337 -0.370  C11 1.097
37 F 0.242 -3.777 10.206  C39 1.370
38 N -0.460 0.241 1.850  C1 1.454, N33 1.261
39 C -0.837 -3.755 9.362  F2 1.365, F10 1.375, C15 1.506, F37 1.370
40 C -4.331 -1.002 3.015  H23 1.097, C44 1.514, H55 1.095, H57 1.093
41 C -1.094 -0.019 7.214  C7 1.432, C24 1.437, C56 1.408
42 H -5.287 -1.331 0.449  C11 1.095
43 H 4.418 -0.888 -0.981  C21 1.097
44 C -4.059 -0.172 1.778  C11 1.517, O22 1.476, C40 1.514, C54 1.521
45 H 1.085 -0.038 7.380  C7 1.092
46 F -1.512 4.223 5.876  C5 1.357
47 H 3.583 1.410 -0.650  C17 1.097
48 H -3.110 -2.508 8.507  C52 1.090
49 H 1.185 -2.180 8.624  C16 1.092
50 H 4.895 -1.891 0.415  C21 1.096
51 O -1.786 -1.744 1.921  C1 1.213
52 C -2.206 -1.954 8.254  C15 1.400, C24 1.384, H48 1.090
53 H -2.142 1.599 6.192  C56 1.087
54 C -4.973 1.043 1.752  H26 1.097, H27 1.096, H31 1.097, C44 1.521
55 H -5.370 -1.346 3.018  C40 1.095
56 C -1.181 1.180 6.480  S30 1.738, C41 1.408, H53 1.087
57 H -3.664 -1.867 3.034  C40 1.093